Entry 1:
C25H34BF6N6O7S3Sr as an isolated structure in a non-equilibrium geometry, computed with wB97M-V/def2-TZVPD.

Each line ends with the Mulliken charge.
Positions of all 83 atoms, in Å:
Sr  -0.294  -2.382  2.365  1.23
F  -3.697  -4.434  2.855  -0.21
C  -2.903  -3.574  3.447  0.83
F  -3.470  -3.114  4.561  -0.28
F  -2.757  -2.513  2.609  -0.22
S  -1.372  -4.567  4.074  1.06
O  -0.364  -4.667  3.058  -0.57
O  -2.034  -5.745  4.508  -0.68
N  -0.850  -3.751  5.314  -0.43
S  -0.070  -2.423  5.136  0.83
O  -0.914  -1.392  4.603  -0.54
O  1.199  -2.532  4.474  -0.57
C  0.276  -2.021  6.894  0.49
F  -0.852  -1.920  7.584  -0.20
F  1.043  -2.959  7.433  -0.20
F  0.915  -0.855  6.928  -0.19
C  3.916  5.259  -0.496  -2.00
C  3.116  5.491  0.787  2.07
C  4.076  6.012  1.866  -1.70
C  2.055  6.562  0.493  -1.58
C  2.437  4.213  1.283  0.47
C  1.591  4.276  2.394  -0.39
C  0.925  3.161  2.897  -1.83
C  1.129  1.959  2.253  1.25
O  0.583  0.730  2.477  -0.48
B  1.074  -0.166  1.455  -0.18
O  1.992  0.595  0.699  -0.51
C  1.982  1.877  1.163  0.51
C  2.641  2.979  0.660  -0.86
H  4.356  6.203  -0.825  0.44
H  3.281  4.884  -1.301  0.33
H  4.730  4.549  -0.339  0.38
H  4.552  6.940  1.537  0.45
H  4.856  5.277  2.071  0.38
H  3.550  6.212  2.801  0.33
H  2.528  7.462  0.090  0.46
H  1.507  6.844  1.392  0.33
H  1.333  6.195  -0.240  0.29
H  1.436  5.226  2.891  0.35
H  0.263  3.233  3.751  0.46
H  3.279  2.864  -0.206  0.54
C  -0.875  2.434  -3.933  -1.09
C  -0.461  3.291  -2.740  -0.31
C  -1.141  2.903  -1.428  -1.01
C  -0.773  1.511  -0.915  -0.63
N  -1.621  0.454  -1.447  0.01
C  -1.188  -0.710  -2.005  0.37
S  0.401  -0.973  -2.459  -0.43
N  -2.181  -1.605  -2.208  0.07
C  -2.025  -2.967  -2.702  -0.52
C  -2.681  -3.160  -4.064  -0.88
C  -1.966  -2.437  -5.203  -0.16
C  -0.601  -3.039  -5.526  -1.08
H  -0.421  2.805  -4.854  0.44
H  -1.960  2.448  -4.063  0.28
H  -0.561  1.398  -3.801  0.12
H  -0.680  4.343  -2.950  0.35
H  0.623  3.223  -2.601  0.20
H  -2.229  2.975  -1.545  0.38
H  -0.865  3.626  -0.655  0.35
H  -0.836  1.490  0.175  0.10
H  0.251  1.257  -1.179  0.53
H  -2.568  0.450  -1.099  0.27
H  -3.057  -1.419  -1.744  0.23
H  -2.471  -3.641  -1.969  0.04
H  -0.959  -3.181  -2.741  0.38
H  -3.720  -2.819  -4.001  0.33
H  -2.720  -4.233  -4.275  0.37
H  -1.847  -1.380  -4.941  0.08
H  -2.600  -2.468  -6.094  0.38
H  0.111  -2.843  -4.724  0.20
H  -0.192  -2.613  -6.444  0.35
H  -0.678  -4.121  -5.662  0.32
N  0.885  -4.089  -0.624  -0.32
C  -0.400  -4.311  -0.247  1.23
O  -1.030  -3.364  0.309  -0.88
C  -0.989  -5.573  -0.498  0.58
C  -0.243  -6.604  -1.106  -0.40
N  0.415  -7.399  -1.630  -0.63
C  -2.350  -5.772  -0.171  -0.08
N  -3.466  -5.940  0.080  -0.76
H  1.418  -4.802  -1.090  0.20
H  1.207  -3.132  -0.623  0.16

Total charge: -1
Highest occupied orbital energy: -4.971 eV
Maximum force: 3.75 eV Å⁻¹
Frontier orbital gap: 7.1 eV
LUMO energy: 2.10 eV

=====

Entry 2:
An isolated ion of composition C6H6N5O2 and charge -1 in a non-equilibrium geometry, computed with wB97M-V/def2-TZVPD.

Each line ends with the Mulliken charge.
Positions of all 19 atoms, in Å:
H  -1.460  3.354  1.299  0.22
N  -0.663  2.927  1.666  -0.92
C  -0.032  2.371  0.684  -0.13
C  1.013  1.329  0.698  -0.69
C  1.698  0.646  -0.409  0.82
O  2.583  -0.081  -0.721  -0.57
O  0.771  0.857  -1.680  -0.47
C  -0.334  0.418  -1.148  0.55
N  -1.497  0.803  -1.166  -0.78
H  -2.129  0.582  -0.433  0.24
N  -0.093  -1.019  -0.622  1.34
N  0.781  -1.530  0.155  -0.70
C  0.412  -2.723  0.519  -0.29
C  -0.808  -2.934  -0.158  -0.40
N  -1.067  -1.874  -0.923  -1.06
H  -0.517  2.356  -0.231  0.67
H  1.800  1.434  1.474  0.29
H  1.107  -3.257  1.063  0.45
H  -1.566  -3.660  -0.068  0.42

Total charge: -1
Highest occupied orbital energy: -3.824 eV
SMILES string: [H]/N=C/C=C(/[O-])O/C(=N/[H])n1nccn1
Maximum force: 3.52 eV Å⁻¹
Frontier orbital gap: 7.5 eV
LUMO energy: 3.72 eV

=====

Entry 3:
C14H25InN5O6S as an isolated structure in a non-equilibrium geometry, computed with wB97M-V/def2-TZVPD.

Each line ends with the Mulliken charge.
Positions of all 52 atoms, in Å:
O  0.771  -0.612  -2.952  -0.71
H  1.445  0.132  -3.078  0.40
In  0.690  -0.655  -0.702  1.61
N  0.262  1.160  0.700  0.71
N  1.944  1.188  -1.331  0.26
N  -0.706  -1.624  0.820  0.22
N  -0.027  -2.631  -1.471  0.17
O  -0.625  1.251  1.667  -1.05
O  -1.023  -1.143  2.056  -0.58
O  0.218  -3.195  -2.716  -0.55
O  2.458  1.334  -2.504  -0.84
C  2.025  2.220  -0.465  -0.03
C  1.117  2.202  0.624  0.38
C  -1.267  -2.800  0.514  0.12
C  -0.860  -3.351  -0.745  0.74
C  0.995  3.260  1.655  -1.27
H  1.128  2.850  2.664  0.16
H  0.003  3.725  1.591  0.31
H  1.753  4.033  1.504  0.41
C  2.933  3.358  -0.734  -1.55
H  3.281  3.306  -1.769  0.38
H  3.807  3.344  -0.068  0.30
H  2.400  4.302  -0.573  0.43
C  -2.268  -3.458  1.394  -1.75
C  -1.310  -4.606  -1.377  -1.46
H  -2.445  -2.846  2.282  0.38
H  -1.929  -4.457  1.698  0.42
H  -3.212  -3.581  0.845  0.40
H  -0.442  -5.234  -1.614  0.37
H  -1.831  -4.387  -2.318  0.34
H  -1.983  -5.148  -0.708  0.43
H  -0.874  -0.087  1.954  0.48
H  0.619  -2.450  -3.220  0.43
C  -0.732  0.186  -2.095  -0.72
H  -0.508  1.223  -2.220  0.47
H  -1.236  -0.119  -1.147  0.32
H  -1.368  -0.272  -2.858  0.36
O  -2.160  3.306  0.402  -0.62
H  -3.105  3.435  0.574  0.29
H  -1.934  2.465  0.867  0.35
S  2.699  -1.586  0.456  -0.38
C  2.449  -0.967  2.047  0.37
N  1.595  -1.640  2.870  0.06
C  1.161  -1.152  4.053  -0.33
C  1.650  0.070  4.508  -0.47
C  2.617  0.744  3.736  -0.28
C  3.066  0.184  2.548  -0.54
H  1.212  -2.532  2.522  0.27
H  0.423  -1.744  4.580  0.44
H  1.275  0.482  5.431  0.43
H  3.011  1.698  4.076  0.45
H  3.835  0.642  1.931  0.47

Total charge: +1
Highest occupied orbital energy (alpha / beta): -9.870 / -9.879 eV
Maximum force: 4.94 eV Å⁻¹
Frontier orbital gap (alpha / beta): 5.2 / 5.2 eV
LUMO energy (alpha / beta): -4.64 / -4.64 eV